<i>
An isolated molecule of C3H5P. Source: the OMol25 dataset; level of theory: wB97M-V/def2-TZVPD.

LUMO (spin up / spin down) ... 0.191 / 0.050 eV
Highest occupied orbital energy (spin up / spin down) ... -8.1 / -7.6 eV
2S+1 ... 1

The geometry in XYZ format:
```
9
Properties=species:S:1:pos:R:3:nbo_charge:R:1
C -0.8284 0.5767 0.0362 -0.32
C 0.5189 0.9187 -0.0535 -0.57
C 0.9994 -0.5638 -0.0731 -0.33
P -2.2605 -0.1918 -0.0792 0.41
H 0.7633 1.3616 -1.0492 0.24
H 0.7944 1.4419 0.8824 0.25
H 0.9628 -1.1084 0.8893 0.19
H 0.7672 -1.0323 -0.9398 0.17
H -1.7172 -1.4025 0.3869 -0.03
```

***

<ii>
An isolated molecule of C3H5P. Source: the OMol25 dataset; level of theory: wB97M-V/def2-TZVPD.

LUMO (spin up / spin down) ... -0.359 / -0.019 eV
Highest occupied orbital energy (spin up / spin down) ... -8.4 / -8.0 eV
2S+1 ... 1

The geometry in XYZ format:
```
9
Properties=species:S:1:pos:R:3:nbo_charge:R:1
C 0.9008 -0.8736 0.0158 -0.58
C -0.4719 -0.3507 0.0145 -0.55
C -0.3855 1.0997 -0.0059 -0.33
P 2.1623 0.2528 0.0113 0.41
H 1.0619 -1.9688 0.0597 0.21
H -0.7571 -0.7039 -1.0408 0.23
H -1.2075 -0.7531 0.8785 0.22
H -0.7990 1.6546 -0.8250 0.19
H -0.5041 1.6430 0.8920 0.18
```

***

Which is the most stable structure? <ii> is the most stable.

***

<i>
The ion C4H13N2 with charge +1. Source: the OMol25 dataset; level of theory: wB97M-V/def2-TZVPD.

SMILES string ... C[NH2+]CCCN
LUMO ... -2.875 eV
Highest occupied orbital energy ... -14.5 eV
2S+1 ... 1
Net charge ... +1

The geometry in XYZ format:
```
19
Properties=species:S:1:pos:R:3:nbo_charge:R:1
C -0.5771 -2.4316 -0.1603 -0.44
N -0.7887 -0.9493 -0.0843 -0.56
C -0.3619 0.1595 -1.2145 -0.18
C -0.4663 1.4590 -0.3547 -0.45
C 1.0045 1.6464 0.3174 -0.23
N 1.2775 0.4723 1.2518 -0.88
H 0.5609 -2.6860 -0.5641 0.25
H -0.5761 -2.8416 0.9240 0.25
H -1.2943 -2.9073 -0.8021 0.24
H -1.7110 -0.8055 0.1965 0.42
H -0.0708 -0.6660 0.5947 0.47
H -1.0316 0.2423 -2.0101 0.23
H 0.6186 -0.1613 -1.4827 0.23
H -0.6043 2.3486 -1.0364 0.26
H -1.4069 1.3686 0.2766 0.22
H 1.6272 1.8539 -0.6262 0.22
H 1.0410 2.5028 0.9836 0.21
H 0.6022 0.6294 2.0076 0.36
H 2.1572 0.7660 1.7831 0.40
```

***

<ii>
The ion C4H13N2 with charge +1. Source: the OMol25 dataset; level of theory: wB97M-V/def2-TZVPD.

SMILES string ... C[NH2+][C@@H](C)CN
LUMO ... -3.241 eV
Highest occupied orbital energy ... -13.4 eV
2S+1 ... 1
Net charge ... +1

The geometry in XYZ format:
```
19
Properties=species:S:1:pos:R:3:nbo_charge:R:1
C 2.3494 -0.1199 -0.7751 -0.41
N 0.9196 0.3395 -0.8765 -0.49
C 0.0489 -0.1224 0.2238 -0.07
C -0.1001 0.8894 1.3659 -0.66
C -1.3381 -0.5195 -0.3410 -0.24
N -2.4691 -0.4374 0.5542 -0.83
H 2.7123 0.2864 0.1706 0.24
H 2.9674 0.1528 -1.6260 0.25
H 2.2819 -1.2010 -0.6988 0.23
H 0.8595 1.3489 -1.0481 0.44
H 0.5737 -0.0403 -1.7664 0.43
H 0.5822 -0.9785 0.6386 0.21
H -0.4374 0.3478 2.2559 0.26
H -1.0005 1.4945 1.2236 0.25
H 0.7518 1.5164 1.6167 0.23
H -1.4813 0.0024 -1.3016 0.19
H -1.2692 -1.5795 -0.6369 0.20
H -3.2663 -0.0353 0.0889 0.39
H -2.6848 -1.3442 0.9322 0.38
```

***

<iii>
The ion C4H13N2 with charge +1. Source: the OMol25 dataset; level of theory: wB97M-V/def2-TZVPD.

SMILES string ... CNC[C@@H](C)[NH3+]
LUMO ... -3.675 eV
Highest occupied orbital energy ... -12.7 eV
2S+1 ... 1
Net charge ... +1

The geometry in XYZ format:
```
19
Properties=species:S:1:pos:R:3:nbo_charge:R:1
C -2.2572 -0.3339 0.5450 -0.42
N -1.3227 -0.9214 -0.4184 -0.63
C -0.2780 -0.1162 -1.0064 -0.22
C 0.6095 0.4437 0.1532 -0.05
C 1.1365 -0.7303 0.9675 -0.64
N 1.7334 1.2380 -0.5221 -0.68
H -2.5960 0.6755 0.2481 0.17
H -3.1058 -1.0170 0.5691 0.24
H -1.8017 -0.2000 1.5281 0.19
H -1.8296 -1.3334 -1.1869 0.38
H -0.7220 0.6974 -1.6058 0.19
H 0.4799 -0.7154 -1.5375 0.19
H 0.0251 1.1507 0.7398 0.23
H 2.0887 -0.4692 1.4390 0.22
H 1.2588 -1.5878 0.3068 0.24
H 0.3950 -0.9776 1.7215 0.27
H 1.5118 2.1296 -0.9640 0.45
H 2.4503 1.4702 0.1735 0.44
H 2.2239 0.5969 -1.1507 0.44
```

***

Which is the most stable structure? <ii> is the most stable.